No. 1
48
Properties=species:S:1:pos:R:3:lowdin_charge:R:1 method="wB97M-V/def2-TZVPD" spin_multiplicity=5 charge=+2 s2=6.013 homo_lumo_gap_ev="7.98 / 5.74" homo_energy_ha="-0.557 / -0.558"
Rh 0.19 0.46 -0.10 1.309
O -0.39 -1.62 3.34 0.200
C -0.24 -1.31 2.21 -0.507
O 0.11 -0.07 1.81 -0.153
C -0.43 -2.25 1.07 -0.183
C -0.74 -3.58 1.25 0.055
C -0.89 -4.37 0.12 0.015
C -0.73 -3.81 -1.14 -0.008
C -0.43 -2.47 -1.24 -0.092
N -0.28 -1.71 -0.15 -0.004
H -0.85 -3.96 2.26 0.145
H -1.14 -5.42 0.23 0.134
H -0.84 -4.41 -2.04 0.128
H -0.29 -1.99 -2.21 0.123
C -1.32 4.83 -0.16 -0.014
N -1.45 3.40 0.20 -0.132
C -0.61 2.91 1.26 -0.037
C -2.08 2.52 -0.62 -0.411
N -1.58 1.27 -0.75 0.007
N -3.16 2.90 -1.29 -0.121
C -4.10 3.91 -0.78 -0.004
C -3.64 2.13 -2.44 -0.018
H -1.63 4.98 -1.19 0.097
H -0.28 5.12 -0.06 0.098
H -1.92 5.47 0.49 0.102
H -0.17 3.73 1.81 0.118
H 0.24 2.32 0.86 0.033
H -1.15 2.26 1.95 0.105
H -2.21 0.65 -1.24 0.062
H -3.88 4.15 0.25 0.097
H -5.10 3.49 -0.83 0.107
H -4.08 4.81 -1.38 0.105
H -4.30 1.32 -2.13 0.108
H -2.80 1.73 -3.01 0.095
H -4.20 2.79 -3.09 0.107
Se 3.38 -0.61 -0.75 1.219
N 2.04 0.56 -1.11 -0.409
C 2.59 1.69 -1.58 -0.350
C 1.90 2.85 -1.99 -0.037
C 2.64 3.90 -2.44 -0.022
C 4.07 3.87 -2.51 -0.028
C 4.76 2.78 -2.14 0.022
C 4.03 1.64 -1.66 -0.346
N 4.60 0.52 -1.25 -0.197
H 0.81 2.89 -1.98 0.096
H 2.13 4.80 -2.77 0.123
H 4.59 4.74 -2.88 0.125
H 5.84 2.72 -2.19 0.136

=====

No. 2
12
Properties=species:S:1:pos:R:3:lowdin_charge:R:1 method="wB97M-V/def2-TZVPD" homo_lumo_gap_ev=8.08 homo_energy_ha=-0.303
N 2.61 -1.04 1.01 0.134
C 1.88 -0.54 0.26 -0.218
C 0.86 0.04 -0.58 -0.225
C -1.27 -1.23 -0.36 -0.006
N -1.76 -0.17 0.21 -0.011
C -1.19 0.99 0.29 -0.186
N 0.16 1.11 0.06 0.005
H 1.16 0.23 -1.61 0.125
H -0.11 -0.86 -0.88 0.057
H -1.28 -2.12 0.29 0.066
H -1.74 1.87 0.61 0.123
H 0.68 1.70 0.70 0.136

=====

No. 3
70
Properties=species:S:1:pos:R:3:lowdin_charge:R:1 method="wB97M-V/def2-TZVPD" homo_lumo_gap_ev=1.88 homo_energy_ha=-0.235
F 1.78 -2.11 2.36 0.099
C 1.14 -0.93 2.52 -0.211
C 1.18 -0.27 3.74 0.133
C 0.55 0.95 3.91 -0.215
F 0.64 1.61 5.09 0.094
C -0.14 1.50 2.86 0.073
C -0.21 0.87 1.61 -0.185
C -0.94 1.55 0.60 0.149
C -1.17 1.31 -0.77 -0.155
C -1.81 2.34 -1.48 0.082
C -2.07 2.24 -2.82 -0.217
F -2.65 3.28 -3.48 0.093
C -1.71 1.09 -3.50 0.135
C -1.08 0.05 -2.84 -0.206
F -0.71 -1.06 -3.52 0.098
C -0.81 0.16 -1.49 0.101
C 0.46 -0.36 1.47 0.090
H 1.74 -0.70 4.55 0.147
H -0.63 2.44 3.02 0.140
H -1.39 2.46 0.95 0.133
H -2.11 3.23 -0.97 0.138
H -1.89 1.02 -4.56 0.147
H -0.33 -0.68 -1.03 0.113
H 0.47 -0.89 0.54 0.113
C -2.09 -4.11 -2.88 -0.079
C -2.91 -3.69 -1.71 -0.317
C -2.53 -4.06 -0.42 -0.059
C -3.29 -3.68 0.66 -0.036
C -4.42 -2.93 0.48 -0.106
B -5.30 -2.51 1.75 -0.854
C -6.43 -3.61 2.02 -0.392
C -6.34 -4.64 2.88 -0.144
C -7.52 -5.45 2.93 -0.153
C -8.50 -5.02 2.09 -0.611
C -9.83 -5.64 1.91 -0.127
S -7.96 -3.61 1.22 1.071
O -4.41 -2.39 2.96 0.020
C -4.33 -0.98 3.20 -0.475
C -4.11 -0.72 4.70 -0.012
C -3.16 -0.43 2.39 -0.022
C -5.72 -0.41 2.66 -0.485
C -6.85 -0.69 3.66 -0.010
C -5.66 1.08 2.31 -0.018
O -5.97 -1.18 1.48 -0.002
C -4.82 -2.56 -0.78 -0.037
C -4.07 -2.94 -1.88 -0.057
H -2.51 -3.75 -3.82 0.069
H -1.08 -3.71 -2.81 0.060
H -2.02 -5.19 -2.95 0.078
H -1.63 -4.65 -0.29 0.101
H -3.00 -3.96 1.66 0.112
H -5.47 -4.82 3.49 0.107
H -7.62 -6.31 3.57 0.098
H -9.94 -6.52 2.54 0.074
H -10.61 -4.93 2.17 0.069
H -9.98 -5.95 0.87 0.069
H -4.11 0.35 4.91 0.079
H -4.89 -1.19 5.29 0.082
H -3.16 -1.14 5.01 0.078
H -3.03 0.64 2.56 0.066
H -2.23 -0.93 2.65 0.084
H -3.33 -0.58 1.32 0.093
H -6.73 -0.10 4.57 0.077
H -7.81 -0.44 3.21 0.092
H -6.86 -1.75 3.92 0.091
H -5.41 1.68 3.18 0.079
H -4.93 1.27 1.52 0.065
H -6.63 1.40 1.93 0.085
H -5.71 -1.98 -0.90 0.111
H -4.37 -2.65 -2.87 0.097

=====

E (hartree)
-3650.751631; -319.545090; -2172.801938